[1]
{"formula": "C47H57AsIN5O2PY", "method": "the ωB97M-V functional and the def2-TZVPD basis", "e_above_lowest_kj_mol": 121.5, "total_energy_ev": -140469.1200, "charge": 2, "homo_ha": -0.423, "max_force_ev_per_a": 0.57, "species": ["Y", "C", "O", "C", "C", "C", "C", "C", "C", "N", "N", "C", "C", "C", "C", "O", "C", "N", "C", "C", "C", "C", "H", "H", "H", "H", "H", "H", "H", "H", "H", "H", "H", "H", "I", "C", "H", "H", "C", "C", "C", "C", "C", "C", "P", "C", "C", "C", "C", "C", "C", "C", "C", "C", "C", "C", "C", "H", "H", "H", "H", "H", "H", "H", "H", "H", "H", "H", "H", "H", "H", "H", "C", "C", "As", "C", "C", "C", "C", "H", "H", "H", "H", "H", "H", "H", "H", "H", "H", "H", "H", "H", "H", "H", "C", "C", "N", "C", "C", "N", "C", "C", "H", "H", "H", "H", "H", "H", "H", "H", "H", "H", "H", "H", "H"], "coordinates": [[-0.197, 0.251, -0.431], [2.527, 6.349, 5.709], [3.123, 5.356, 6.525], [3.766, 4.337, 5.917], [3.831, 4.157, 4.536], [4.505, 3.061, 4.018], [5.125, 2.152, 4.861], [5.111, 2.369, 6.237], [4.412, 3.433, 6.762], [5.905, 1.057, 4.371], [5.454, 0.268, 3.536], [4.088, 0.283, 3.121], [3.026, 0.222, 3.989], [1.705, 0.071, 3.533], [1.415, -0.018, 2.189], [0.193, -0.133, 1.687], [2.514, 0.029, 1.276], [2.210, -0.027, -0.060], [3.199, 0.001, -0.937], [4.547, 0.085, -0.571], [4.868, 0.166, 0.760], [3.844, 0.152, 1.730], [2.094, 7.077, 6.387], [1.737, 5.923, 5.083], [3.270, 6.840, 5.077], [3.376, 4.870, 3.863], [4.566, 2.927, 2.943], [5.648, 1.687, 6.883], [4.375, 3.608, 7.829], [3.210, 0.295, 5.052], [0.891, 0.025, 4.245], [2.919, -0.046, -1.985], [5.310, 0.091, -1.336], [5.899, 0.235, 1.084], [-1.986, 1.375, -2.749], [-0.545, -0.272, -2.852], [0.175, 0.087, -3.592], [-1.109, -1.072, -3.335], [-6.946, -1.184, -1.012], [-5.781, -1.281, -1.757], [-4.565, -0.933, -1.185], [-4.510, -0.482, 0.130], [-5.687, -0.394, 0.877], [-6.899, -0.740, 0.305], [-2.911, -0.068, 0.883], [-3.024, -0.891, 2.510], [-3.037, -2.286, 2.515], [-3.131, -2.992, 3.703], [-3.208, -2.308, 4.909], [-3.211, -0.922, 4.913], [-3.125, -0.215, 3.720], [-2.967, 1.721, 1.241], [-3.970, 2.544, 0.733], [-3.964, 3.904, 1.010], [-2.959, 4.453, 1.794], [-1.945, 3.643, 2.286], [-1.935, 2.285, 1.999], [-7.895, -1.452, -1.457], [-5.821, -1.620, -2.784], [-3.656, -0.986, -1.775], [-5.651, -0.060, 1.907], [-7.809, -0.667, 0.885], [-3.024, -2.832, 1.575], [-3.164, -4.074, 3.691], [-3.284, -2.854, 5.840], [-3.293, -0.383, 5.847], [-3.143, 0.866, 3.744], [-4.765, 2.124, 0.130], [-4.753, 4.533, 0.621], [-2.970, 5.510, 2.024], [-1.164, 4.064, 2.907], [-1.151, 1.651, 2.400], [-1.153, 4.896, -1.494], [0.024, 4.789, -0.534], [0.922, 3.058, -0.614], [1.746, 3.126, -2.396], [2.665, 4.310, -2.670], [2.461, 3.310, 0.593], [2.869, 4.753, 0.874], [-1.571, 5.902, -1.465], [-1.945, 4.196, -1.223], [-0.856, 4.693, -2.524], [-0.302, 4.924, 0.497], [0.776, 5.550, -0.740], [0.917, 3.099, -3.106], [2.291, 2.186, -2.517], [2.145, 5.261, -2.547], [3.034, 4.273, -3.695], [3.532, 4.307, -2.010], [3.284, 2.753, 0.136], [2.216, 2.800, 1.527], [3.091, 5.305, -0.038], [3.767, 4.775, 1.493], [2.085, 5.292, 1.407], [0.592, -4.456, 0.967], [0.333, -2.935, 0.966], [0.014, -2.467, -0.396], [-1.262, -3.055, -0.840], [-1.261, -4.581, -0.629], [0.158, -4.990, -0.367], [1.050, -4.457, -1.448], [1.075, -2.919, -1.313], [0.018, -4.973, 1.733], [1.645, -4.705, 1.088], [1.216, -2.409, 1.320], [-0.489, -2.663, 1.627], [-1.398, -2.802, -1.889], [-2.080, -2.602, -0.282], [-1.615, -5.121, -1.504], [-1.847, -4.887, 0.236], [0.218, -6.007, -0.357], [0.639, -4.790, -2.400], [2.035, -4.900, -1.316], [0.921, -2.448, -2.283], [2.031, -2.583, -0.917]]}

***

[2]
{"formula": "C12H25B4N3O6", "method": "the ωB97M-V functional and the def2-TZVPD basis", "total_energy_ev": -32321.5400, "charge": 0, "homo_ha": -0.395, "max_force_ev_per_a": 1.01, "species": ["O", "B", "O", "O", "B", "O", "B", "O", "B", "O", "H", "H", "H", "H", "C", "C", "C", "C", "N", "H", "H", "H", "H", "H", "H", "H", "C", "C", "C", "C", "N", "H", "H", "H", "H", "H", "H", "H", "C", "C", "C", "C", "N", "H", "H", "H", "H", "H", "H", "H"], "coordinates": [[-1.527, -7.602, -8.553], [-1.685, -6.741, -7.502], [-2.830, -6.760, -6.732], [-0.671, -5.889, -7.148], [-0.872, -4.735, -6.449], [-0.551, -4.600, -5.119], [-1.571, -3.964, -4.415], [-2.015, -2.768, -4.967], [-2.276, -2.857, -6.314], [-1.441, -3.636, -7.097], [-1.023, -7.236, -9.283], [-3.645, -6.595, -7.205], [-2.166, -4.540, -3.573], [-3.222, -2.314, -6.790], [1.447, -0.187, -0.974], [1.043, -1.035, 0.223], [1.021, -2.535, -0.093], [0.009, -2.871, -1.095], [-0.799, -3.131, -1.868], [0.734, -0.295, -1.794], [1.500, 0.864, -0.699], [2.432, -0.483, -1.341], [0.058, -0.736, 0.587], [1.744, -0.876, 1.043], [0.811, -3.122, 0.803], [1.993, -2.860, -0.470], [-1.363, 2.171, 1.453], [-0.662, 3.108, 2.427], [0.339, 4.035, 1.724], [1.450, 3.297, 1.126], [2.329, 2.715, 0.672], [-0.649, 1.507, 0.963], [-2.095, 1.552, 1.971], [-1.888, 2.731, 0.676], [-0.147, 2.533, 3.198], [-1.395, 3.731, 2.941], [0.752, 4.753, 2.435], [-0.165, 4.609, 0.944], [2.252, 4.376, 5.196], [1.706, 4.962, 6.491], [1.067, 3.888, 7.378], [-0.090, 3.280, 6.719], [-1.003, 2.812, 6.203], [1.444, 3.932, 4.611], [2.724, 5.147, 4.588], [2.996, 3.601, 5.388], [0.963, 5.730, 6.270], [2.503, 5.448, 7.055], [0.739, 4.305, 8.331], [1.788, 3.099, 7.603]]}

***

[3]
{"formula": "C38H40CdN10O6", "method": "the ωB97M-V functional and the def2-TZVPD basis", "e_above_lowest_kj_mol": 112.8, "total_energy_ev": -71796.9337, "charge": 0, "homo_ha": -0.282, "max_force_ev_per_a": 3.32, "species": ["Cd", "N", "O", "O", "O", "N", "O", "O", "O", "N", "C", "C", "C", "C", "H", "H", "H", "H", "H", "N", "C", "C", "C", "C", "H", "H", "H", "H", "H", "N", "C", "C", "C", "C", "C", "H", "H", "H", "H", "H", "N", "C", "C", "C", "C", "C", "H", "H", "H", "H", "H", "N", "C", "C", "C", "C", "C", "H", "H", "H", "H", "H", "N", "C", "C", "C", "C", "C", "H", "H", "H", "H", "H", "N", "C", "C", "C", "C", "C", "H", "H", "H", "H", "H", "N", "C", "C", "C", "C", "C", "H", "H", "H", "H", "H"], "coordinates": [[-0.409, -0.495, -2.307], [-1.063, -3.517, -1.139], [-1.734, -3.986, -0.206], [-0.981, -2.258, -1.313], [-0.627, -4.282, -2.040], [0.586, -0.090, 0.825], [-0.390, -0.510, 1.444], [0.520, 0.111, -0.430], [1.640, 0.270, 1.383], [4.498, 1.348, 0.638], [4.568, 0.230, -0.113], [4.660, 0.556, -1.453], [4.856, 1.984, -1.436], [4.622, 2.440, -0.166], [4.120, 1.378, 1.569], [4.429, -0.733, 0.354], [4.749, -0.174, -2.238], [4.956, 2.582, -2.330], [4.449, 3.459, 0.137], [3.711, -3.570, 1.435], [3.285, -4.676, 0.734], [1.900, -4.727, 0.739], [1.491, -3.622, 1.493], [2.595, -2.923, 1.904], [4.647, -3.308, 1.679], [4.013, -5.293, 0.230], [1.269, -5.435, 0.228], [0.480, -3.299, 1.692], [2.725, -2.058, 2.534], [-0.070, 3.974, -0.323], [0.374, 3.231, 0.704], [-0.110, 3.330, 2.003], [-1.245, 4.099, 2.213], [-1.764, 4.831, 1.156], [-1.112, 4.785, -0.063], [1.162, 2.537, 0.428], [0.278, 2.743, 2.823], [-1.662, 4.097, 3.211], [-2.647, 5.453, 1.214], [-1.451, 5.419, -0.874], [1.487, -1.328, -2.903], [2.262, -2.037, -2.028], [3.486, -2.584, -2.377], [3.982, -2.482, -3.674], [3.190, -1.771, -4.543], [1.995, -1.222, -4.134], [1.943, -2.042, -0.994], [3.991, -3.067, -1.551], [4.900, -2.958, -3.986], [3.473, -1.691, -5.585], [1.427, -0.714, -4.905], [-2.390, 0.177, -1.973], [-3.528, -0.362, -2.474], [-4.786, 0.147, -2.211], [-4.925, 1.283, -1.431], [-3.761, 1.829, -0.914], [-2.530, 1.261, -1.181], [-3.381, -1.195, -3.147], [-5.664, -0.368, -2.576], [-5.816, 1.869, -1.251], [-3.815, 2.785, -0.411], [-1.637, 1.789, -0.870], [-0.934, -1.822, 5.788], [-0.718, -1.297, 6.988], [-0.086, -0.052, 7.162], [0.442, 0.577, 6.068], [0.346, -0.030, 4.819], [-0.450, -1.160, 4.716], [-1.040, -1.892, 7.833], [0.041, 0.385, 8.144], [0.841, 1.573, 6.222], [0.598, 0.499, 3.909], [-0.616, -1.511, 3.705], [0.197, 1.496, -3.136], [1.280, 2.192, -2.723], [1.610, 3.460, -3.191], [0.807, 4.043, -4.156], [-0.301, 3.338, -4.587], [-0.587, 2.098, -4.045], [1.966, 1.659, -2.076], [2.449, 4.006, -2.785], [1.021, 5.065, -4.439], [-1.007, 3.893, -5.192], [-1.504, 1.636, -4.391], [-4.284, -3.194, 0.933], [-3.633, -2.056, 1.191], [-4.204, -0.828, 1.527], [-5.586, -0.746, 1.547], [-6.305, -1.863, 1.139], [-5.627, -3.043, 0.961], [-2.548, -2.075, 1.194], [-3.614, 0.007, 1.879], [-6.148, 0.149, 1.785], [-7.386, -1.796, 1.144], [-6.240, -3.932, 0.844]]}

***

| no. | gap between HOMO and LUMO (eV) |
| --- | --- |
| 1 | 6.600 |
| 2 | 11.286 |
| 3 | 7.614 |